Entry 1:
DFT (the ωB97M-V functional and the def2-TZVPD basis) results for a structure of composition C36H90CrCs2LiN6O12PS2 in a non-equilibrium geometry.

Structure (XYZ):
```
151
Properties=species:S:1:pos:R:3
Cr 3.751 -0.674 -0.378
Cs 1.636 -4.314 -1.074
Cs 1.763 2.263 2.101
Li 2.387 -1.580 2.600
P 1.242 -1.053 0.494
O 0.237 -1.930 -0.198
O 0.952 -0.404 1.852
O 1.934 -0.034 -0.472
O 2.613 -1.847 0.715
S 4.092 -1.047 -3.050
O 5.223 -1.474 -3.840
O 3.818 -1.993 -1.890
O 4.351 0.172 -2.170
O 2.886 -0.856 -3.848
S 4.985 -0.139 1.858
O 5.291 -1.201 0.817
O 4.021 -0.596 2.876
O 6.173 0.477 2.365
O 4.195 0.765 0.930
C 3.741 -4.315 3.117
C 2.273 -4.233 3.545
N 1.906 -2.920 4.087
C 2.534 -2.669 5.360
C 2.330 -1.256 5.872
C 0.445 -2.734 4.067
C -0.353 -3.652 5.004
H 3.901 -5.142 2.426
H 4.386 -4.464 3.983
H 4.054 -3.395 2.618
H 1.633 -4.440 2.682
H 2.066 -5.041 4.269
H 3.606 -2.831 5.257
H 2.190 -3.383 6.132
H 2.680 -0.523 5.140
H 2.915 -1.113 6.782
H 1.286 -1.033 6.101
H 0.232 -1.704 4.340
H 0.120 -2.911 3.042
H -1.409 -3.565 4.746
H -0.054 -4.698 4.924
H -0.228 -3.358 6.049
C -2.272 4.840 -1.525
C -1.773 4.398 -0.154
N -0.529 3.649 -0.151
C 0.576 4.365 -0.787
C 0.912 5.685 -0.118
C -0.612 2.277 -0.674
C -1.498 1.383 0.172
H -3.269 5.289 -1.470
H -2.381 3.999 -2.208
H -1.618 5.594 -1.966
H -1.659 5.295 0.464
H -2.537 3.810 0.363
H 1.408 3.670 -0.667
H 0.491 4.488 -1.878
H 1.857 6.049 -0.522
H 0.149 6.437 -0.324
H 1.028 5.550 0.959
H 0.400 1.856 -0.700
H -0.974 2.258 -1.714
H -1.258 0.342 -0.074
H -2.574 1.467 0.002
H -1.298 1.501 1.239
C -2.458 1.757 -4.802
C -3.351 1.159 -3.750
N -3.087 -0.237 -3.451
C -3.094 -1.093 -4.607
C -4.458 -1.352 -5.263
C -3.906 -0.702 -2.350
C -3.469 -2.054 -1.797
H -2.686 2.824 -4.880
H -2.615 1.338 -5.795
H -1.408 1.666 -4.516
H -3.225 1.745 -2.836
H -4.411 1.320 -4.041
H -2.410 -0.711 -5.367
H -2.639 -2.058 -4.361
H -4.351 -2.042 -6.100
H -5.159 -1.763 -4.537
H -4.872 -0.418 -5.652
H -4.997 -0.725 -2.550
H -3.809 0.011 -1.528
H -2.502 -2.013 -1.290
H -3.441 -2.840 -2.556
H -4.202 -2.398 -1.058
C -3.393 -5.411 -0.202
C -1.925 -5.060 -0.034
N -0.956 -6.071 -0.484
C -1.044 -7.312 0.295
C -0.724 -7.088 1.761
C -1.140 -6.346 -1.912
C -0.047 -7.275 -2.464
H -4.019 -4.616 0.205
H -3.667 -6.361 0.260
H -3.674 -5.492 -1.256
H -1.725 -4.115 -0.552
H -1.712 -4.801 1.005
H -2.027 -7.796 0.187
H -0.281 -7.985 -0.095
H -1.508 -6.554 2.298
H -0.560 -8.039 2.271
H 0.203 -6.515 1.854
H -1.111 -5.421 -2.499
H -2.104 -6.833 -2.119
H 0.950 -7.121 -2.029
H 0.038 -7.122 -3.541
H -0.264 -8.330 -2.298
C -1.857 0.670 5.632
C -0.766 1.127 4.673
N -0.610 2.568 4.496
C -1.815 3.123 3.884
C -1.643 4.499 3.283
C -0.296 3.317 5.714
C 0.975 2.849 6.386
H -1.770 1.097 6.632
H -1.832 -0.416 5.753
H -2.845 0.911 5.235
H 0.194 0.709 4.990
H -0.917 0.654 3.698
H -2.644 3.154 4.620
H -2.202 2.443 3.119
H -0.818 4.507 2.561
H -1.351 5.254 4.019
H -2.547 4.852 2.792
H -0.203 4.364 5.431
H -1.132 3.285 6.437
H 1.209 3.457 7.258
H 0.881 1.811 6.718
H 1.826 2.862 5.701
C 2.326 6.393 -3.458
C 2.498 5.598 -4.749
N 1.847 4.301 -4.695
C 2.595 3.376 -3.833
C 1.779 2.178 -3.379
C 1.787 3.721 -6.042
C 0.746 4.380 -6.936
H 2.837 7.356 -3.480
H 2.742 5.860 -2.601
H 1.261 6.528 -3.265
H 1.983 6.197 -5.506
H 3.551 5.511 -5.070
H 3.516 3.011 -4.322
H 2.974 3.908 -2.958
H 0.796 2.420 -2.988
H 1.688 1.467 -4.205
H 2.372 1.602 -2.665
H 1.549 2.663 -5.953
H 2.795 3.773 -6.495
H -0.246 4.180 -6.524
H 0.760 3.917 -7.926
H 0.875 5.454 -7.043
```

Summary:
charge: -1
Kohn-Sham gap (spin up / spin down): 6.42 / 6.76 eV
energy relative to the best compared isomer or geometry (same formula, charge and spin): 0.00 kJ/mol
2S+1: 4
expectation value of S²: 3.7707
LUMO (spin up / spin down): 1.3883 / 1.3883 eV

Entry 2:
DFT (the ωB97M-V functional and the def2-TZVPD basis) results for a cluster of 18 separate species, C36H90N18O18 in total in a non-equilibrium geometry.

Structure (XYZ):
```
162
Properties=species:S:1:pos:R:3
O -1.097 -2.956 3.147
C -2.297 -2.707 3.192
N -2.742 -1.489 3.372
C -3.397 -3.661 3.029
H -1.981 -0.752 3.471
H -3.524 -1.219 2.809
H -4.058 -3.547 2.192
H -4.062 -3.611 3.877
H -2.964 -4.609 3.053
O -2.982 -5.187 -5.575
C -1.781 -5.338 -5.406
N -1.030 -4.523 -4.687
C -0.954 -6.515 -5.967
H -1.318 -3.651 -4.185
H -0.089 -4.857 -4.449
H -0.136 -6.060 -6.562
H -1.559 -7.151 -6.636
H -0.624 -7.120 -5.143
O -4.324 -0.205 -4.669
C -3.835 -1.188 -5.280
N -4.080 -2.429 -4.846
C -2.952 -1.061 -6.428
H -4.762 -2.694 -4.139
H -3.667 -3.243 -5.307
H -1.956 -1.013 -5.995
H -3.180 -0.114 -6.972
H -2.944 -1.906 -7.128
O -0.911 3.336 -3.197
C -1.984 3.105 -3.773
N -2.219 2.107 -4.690
C -3.126 4.118 -3.678
H -3.097 1.651 -4.728
H -1.448 1.514 -4.802
H -2.779 5.072 -4.103
H -3.428 4.164 -2.635
H -4.044 3.910 -4.236
O -0.863 1.135 3.123
C -0.020 0.588 2.419
N 1.290 0.793 2.528
C -0.364 -0.446 1.399
H 2.021 0.292 2.031
H 1.624 1.369 3.312
H -1.342 -0.330 0.997
H -0.470 -1.374 2.047
H 0.417 -0.635 0.677
O -6.767 2.858 -4.718
C -7.257 2.171 -3.842
N -6.776 0.962 -3.488
C -8.494 2.689 -2.998
H -5.883 0.696 -3.935
H -7.026 0.485 -2.640
H -9.091 1.911 -2.494
H -9.119 3.162 -3.683
H -8.242 3.491 -2.251
O 4.013 -3.074 3.458
C 2.885 -3.150 3.875
N 1.801 -3.035 3.115
C 2.746 -3.062 5.339
H 2.010 -2.638 2.187
H 0.914 -2.698 3.511
H 1.715 -3.140 5.735
H 3.069 -1.968 5.569
H 3.443 -3.748 5.808
O 4.016 -0.093 5.173
C 3.541 1.069 5.293
N 3.813 2.007 4.412
C 2.571 1.459 6.342
H 4.437 1.710 3.646
H 3.260 2.853 4.445
H 2.309 0.565 6.859
H 1.737 1.945 5.835
H 2.980 2.218 7.045
O -3.606 -4.101 -1.685
C -3.835 -5.190 -2.256
N -2.997 -6.223 -2.341
C -5.271 -5.530 -2.834
H -2.141 -6.040 -1.884
H -3.169 -7.166 -2.589
H -5.390 -6.572 -2.519
H -5.372 -5.439 -3.907
H -6.122 -4.919 -2.428
O -1.058 -1.811 -3.351
C -0.180 -1.342 -2.590
N 0.990 -1.975 -2.389
C -0.222 0.018 -1.948
H 1.238 -2.903 -2.815
H 1.205 -1.997 -1.421
H -0.200 0.862 -2.646
H 0.624 0.199 -1.226
H -1.140 0.030 -1.318
O 7.183 0.060 2.967
C 7.279 -0.620 3.973
N 6.459 -1.689 4.285
C 8.381 -0.503 4.996
H 6.429 -1.998 5.235
H 5.548 -1.616 3.826
H 8.210 0.375 5.619
H 9.336 -0.274 4.509
H 8.474 -1.358 5.671
O -1.013 5.065 0.509
C -1.140 3.842 0.536
N -2.153 3.233 1.387
C -0.322 2.803 -0.008
H -2.505 3.890 2.088
H -1.806 2.404 1.782
H 0.169 3.173 -0.918
H -0.904 1.962 -0.138
H 0.466 2.636 0.755
O -4.222 -1.445 0.737
C -4.301 -0.850 -0.287
N -4.644 -1.370 -1.487
C -4.049 0.692 -0.364
H -4.215 -0.903 -2.264
H -4.473 -2.400 -1.524
H -3.010 0.782 -0.709
H -4.109 1.039 0.671
H -4.610 1.312 -1.079
O -0.271 -5.567 -1.895
C 0.112 -5.179 -0.763
N -0.612 -4.301 -0.037
C 1.510 -5.513 -0.309
H -1.400 -3.900 -0.489
H -0.252 -3.978 0.855
H 1.372 -6.330 0.490
H 2.020 -4.721 0.268
H 2.159 -5.989 -1.090
O 2.253 -1.689 0.419
C 3.323 -1.074 0.398
N 4.381 -1.346 1.201
C 3.465 0.102 -0.512
H 5.184 -0.680 1.169
H 4.276 -2.110 1.861
H 3.250 0.956 0.065
H 2.874 -0.084 -1.446
H 4.509 0.302 -0.762
O 2.072 4.241 4.429
C 1.371 4.746 3.527
N 1.619 4.496 2.242
C 0.168 5.610 3.898
H 2.584 4.131 2.112
H 1.232 5.128 1.578
H 0.423 6.594 4.237
H -0.333 5.202 4.775
H -0.531 5.695 3.114
O 5.076 2.429 1.359
C 5.554 3.504 1.614
N 4.849 4.644 1.428
C 7.004 3.635 2.093
H 4.132 4.890 0.749
H 5.266 5.508 1.750
H 7.620 3.983 1.229
H 7.479 2.659 2.234
H 7.140 4.342 2.857
O 2.911 6.387 0.152
C 2.433 6.827 -0.894
N 1.115 6.772 -1.098
C 3.294 7.657 -1.849
H 0.515 6.144 -0.513
H 0.755 7.011 -1.988
H 3.722 8.523 -1.379
H 2.852 7.986 -2.780
H 4.145 7.008 -1.973
```

Summary:
charge: 0
Kohn-Sham gap: 9.84 eV
energy relative to the best compared isomer or geometry (same formula, charge and spin): 29.37 kJ/mol
LUMO: 0.4710 eV